Record 1
{
  "formula": "C4H8O4",
  "method": "ωB97M-V/def2-TZVPD",
  "multiplicity": 1,
  "lumo_ev": 0.740,
  "e_above_lowest_ev": 2.462,
  "homo_lumo_gap_ha": 0.3618,
  "symbols": ["O", "O", "O", "O", "C", "C", "C", "C", "H", "H", "H", "H", "H", "H", "H", "H"],
  "coordinates": [[-2.2194, 0.5419, 1.4297], [0.9603, 1.5430, -0.8669], [-3.4931, 0.0261, -0.2541], [0.3897, 1.1304, 1.2482], [0.6172, -0.7222, -0.2747], [-2.2713, 0.2904, 0.1186], [2.1221, -1.0869, -0.5668], [0.6631, 0.7148, 0.1365], [2.6010, -0.3516, -1.2201], [0.9546, 2.4621, -0.5586], [-1.3088, 0.8034, 1.6781], [2.6763, -1.1567, 0.3675], [0.0327, -0.8259, -1.1911], [2.1650, -2.0502, -1.0767], [0.2511, -1.3389, 0.5415], [-4.1404, 0.0203, 0.4889]],
  "nbo_charge": [-0.73, -0.68, -0.68, -0.67, -0.51, 0.40, -0.61, 0.84, 0.22, 0.50, 0.53, 0.21, 0.25, 0.21, 0.23, 0.47]
}

Record 2
{
  "formula": "C4H8O4",
  "method": "ωB97M-V/def2-TZVPD",
  "multiplicity": 1,
  "lumo_ev": 0.540,
  "e_above_lowest_ev": 5.281,
  "homo_lumo_gap_ha": 0.3762,
  "smiles": "CC(=O)[C@H](O)COO",
  "symbols": ["O", "O", "O", "O", "C", "C", "C", "C", "H", "H", "H", "H", "H", "H", "H", "H"],
  "coordinates": [[2.3324, -0.4104, 0.2888], [-0.0742, -1.4707, 0.6441], [-1.5439, 1.1198, 1.1143], [3.5908, 0.4683, 0.6696], [-2.3874, 0.1339, -0.9019], [1.2542, 0.4631, 0.4625], [-1.3214, 0.4528, 0.1233], [0.0281, -0.2630, -0.1010], [-3.2423, -0.3318, -0.3914], [-0.7919, -2.0338, 0.2934], [-2.0145, -0.5262, -1.6941], [1.0582, 0.6470, 1.5297], [1.4480, 1.3979, -0.0822], [4.2516, -0.2490, 0.5806], [-2.7380, 1.0698, -1.3575], [0.1502, -0.4678, -1.1783]],
  "nbo_charge": [-0.28, -0.69, -0.51, -0.47, -0.74, -0.09, 0.57, -0.01, 0.25, 0.47, 0.21, 0.20, 0.19, 0.47, 0.25, 0.17]
}

Record 3
{
  "formula": "C4H8O8S2",
  "method": "ωB97M-V/def2-TZVPD",
  "multiplicity": 1,
  "lumo_ev": 0.275,
  "e_above_lowest_ev": 1.850,
  "homo_lumo_gap_ha": 0.4143,
  "smiles": "O=S1(=O)OCCO1.O=S1(=O)OCCO1",
  "symbols": ["S", "S", "O", "O", "O", "O", "O", "O", "O", "O", "C", "C", "C", "C", "H", "H", "H", "H", "H", "H", "H", "H"],
  "coordinates": [[-4.2996, -2.1037, 0.4760], [1.4698, 1.0064, -0.4861], [0.0885, 1.5137, -0.8131], [-5.0576, -3.2491, -0.0574], [2.0134, 1.6065, 0.9642], [1.8188, -0.3822, -0.6011], [-2.9027, -2.6391, 1.1468], [2.6151, 1.9506, -1.2933], [-3.5419, -1.3842, -0.8547], [-4.9068, -1.1520, 1.3758], [3.7036, 2.3951, -0.5548], [3.4520, 1.8458, 0.8212], [-1.7950, -2.1451, 0.4480], [-2.2548, -1.0156, -0.5272], [-1.6333, -0.9337, -1.4189], [3.7720, 2.7082, 1.4061], [4.5795, 2.0324, -1.0926], [4.1833, 1.0587, 1.0047], [-1.3895, -2.8733, -0.2544], [-2.3552, -0.0118, -0.1145], [-1.0626, -1.6860, 1.1119], [3.5030, 3.4584, -0.6865]],
  "nbo_charge": [2.45, 2.44, -0.84, -0.86, -0.66, -0.87, -0.66, -0.69, -0.66, -0.86, -0.09, -0.13, -0.10, -0.10, 0.21, 0.22, 0.21, 0.21, 0.19, 0.19, 0.21, 0.20]
}

Record 4
{
  "formula": "C4H8OS",
  "method": "ωB97M-V/def2-TZVPD",
  "multiplicity": 1,
  "lumo_ev": 0.433,
  "e_above_lowest_ev": 3.721,
  "homo_lumo_gap_ha": 0.3497,
  "smiles": "O[C@H]1CC[C@H]1S",
  "symbols": ["S", "O", "C", "C", "C", "C", "H", "H", "H", "H", "H", "H", "H", "H"],
  "coordinates": [[0.0972, -0.9262, -1.5777], [-0.7058, -0.9694, 1.3516], [0.2009, 0.4705, -0.5033], [-0.8034, 0.3263, 0.6172], [1.2935, 1.0265, 0.3400], [0.0641, 1.2772, 1.4163], [2.1926, 0.3984, 0.9128], [1.8885, 1.8673, -0.1092], [-0.2062, 2.2469, 1.7052], [-1.7802, 0.5153, 0.2686], [-0.3952, 1.2415, -0.8809], [-0.8225, -1.6394, 0.5810], [0.1065, 0.5424, 2.4534], [-1.4222, -1.2003, -1.7216]],
  "nbo_charge": [-0.05, -0.74, -0.41, 0.08, -0.41, -0.41, 0.24, 0.22, 0.22, 0.17, 0.22, 0.47, 0.25, 0.15]
}

Record 5
{
  "formula": "C4H8OS",
  "method": "ωB97M-V/def2-TZVPD",
  "multiplicity": 1,
  "lumo_ev": 0.846,
  "e_above_lowest_ev": 0.426,
  "homo_lumo_gap_ha": 0.3756,
  "smiles": "CCSC(C)=O",
  "symbols": ["S", "O", "C", "C", "C", "C", "H", "H", "H", "H", "H", "H", "H", "H"],
  "coordinates": [[-0.5781, 0.4320, -0.3762], [0.5763, 0.1353, 1.9517], [0.3662, -1.1344, -0.5866], [-1.0785, 1.8741, 1.6999], [-0.2584, 0.7184, 1.3271], [0.8346, -1.3141, -2.0743], [-1.7536, 1.9271, 0.8237], [0.0715, -1.1781, -2.8036], [-0.2398, -2.0330, -0.2451], [1.1560, -1.0743, 0.2057], [-1.5069, 1.8455, 2.6601], [1.6403, -0.6182, -2.1928], [-0.4827, 2.7318, 1.7005], [1.2530, -2.3119, -2.0902]],
  "nbo_charge": [0.17, -0.55, -0.53, -0.72, 0.42, -0.61, 0.23, 0.21, 0.21, 0.25, 0.24, 0.21, 0.24, 0.21]
}

Record 6
{
  "formula": "C4H8OS",
  "method": "ωB97M-V/def2-TZVPD",
  "multiplicity": 1,
  "lumo_ev": 0.752,
  "e_above_lowest_ev": 2.068,
  "homo_lumo_gap_ha": 0.3450,
  "smiles": "C=C[C@H](C)SO",
  "symbols": ["S", "O", "C", "C", "C", "C", "H", "H", "H", "H", "H", "H", "H", "H"],
  "coordinates": [[1.8471, -0.5022, -0.4707], [2.2385, 1.0922, -0.7247], [-0.3288, 0.5392, 0.5235], [-0.6169, 1.7982, 0.3360], [-0.6664, -1.8577, -0.1546], [0.0121, -0.5674, -0.3814], [-0.6928, 2.3673, -0.5250], [2.2643, 1.5892, 0.1731], [-0.7026, 2.3882, 1.2117], [-0.2209, -0.2419, -1.4285], [-0.3592, 0.1461, 1.5991], [-1.7660, -1.7808, -0.2814], [-0.6305, -2.1623, 0.9144], [-0.3781, -2.8080, -0.7915]],
  "nbo_charge": [0.50, -0.84, -0.18, -0.40, -0.62, -0.44, 0.20, 0.49, 0.20, 0.22, 0.19, 0.23, 0.21, 0.23]
}

Record 7
{
  "formula": "C4H8OS",
  "method": "ωB97M-V/def2-TZVPD",
  "multiplicity": 1,
  "lumo_ev": 0.788,
  "e_above_lowest_ev": 1.998,
  "homo_lumo_gap_ha": 0.3752,
  "smiles": "C=C[C@](C)(O)S",
  "symbols": ["S", "O", "C", "C", "C", "C", "H", "H", "H", "H", "H", "H", "H", "H"],
  "coordinates": [[-1.9341, -0.8226, -0.7832], [-0.8663, 1.1653, 0.8856], [0.2856, 0.7709, -1.2960], [0.5713, -1.0229, 0.4636], [1.3463, -0.8195, 1.5078], [-0.3746, 0.0655, -0.1400], [-0.2833, 1.7067, -1.7518], [1.1945, 0.0852, 2.1724], [1.2753, 1.0479, -0.9923], [0.7120, -1.8488, -0.0591], [2.0910, -1.4928, 1.9030], [-1.5431, 0.7872, 1.4630], [-2.5566, 0.2769, -1.2765], [0.0821, 0.1011, -2.0964]],
  "nbo_charge": [-0.09, -0.76, -0.67, -0.24, -0.35, 0.19, 0.23, 0.21, 0.23, 0.20, 0.21, 0.47, 0.14, 0.24]
}

Record 8
{
  "formula": "C4H8OS",
  "method": "ωB97M-V/def2-TZVPD",
  "multiplicity": 1,
  "lumo_ev": 0.733,
  "e_above_lowest_ev": 3.436,
  "homo_lumo_gap_ha": 0.3395,
  "smiles": "C=C=CC.OS",
  "symbols": ["S", "O", "C", "C", "C", "C", "H", "H", "H", "H", "H", "H", "H", "H"],
  "coordinates": [[-2.2417, 0.2104, -0.9643], [-2.1396, -0.1992, 0.6462], [0.8387, -1.9240, 1.0310], [0.9222, -0.8132, 0.4128], [1.1174, 0.1473, -0.4882], [0.8633, 1.6316, -0.4805], [1.5391, -2.2308, 1.7353], [-3.5838, -0.0326, -0.9891], [-1.2291, -0.3346, 0.9919], [0.2168, 2.0564, 0.3168], [1.6226, -0.2339, -1.2928], [-0.0060, -2.5030, 0.8290], [0.3234, 1.9010, -1.4500], [1.7569, 2.3247, -0.2982]],
  "nbo_charge": [0.27, -0.88, -0.48, 0.07, -0.28, -0.66, 0.22, 0.11, 0.50, 0.23, 0.22, 0.22, 0.23, 0.23]
}

Record 9
{
  "formula": "C4H8OS",
  "method": "ωB97M-V/def2-TZVPD",
  "multiplicity": 1,
  "lumo_ev": 0.827,
  "e_above_lowest_ev": 1.308,
  "homo_lumo_gap_ha": 0.3568,
  "smiles": "C[C@H](S)CC=O",
  "symbols": ["S", "O", "C", "C", "C", "C", "H", "H", "H", "H", "H", "H", "H", "H"],
  "coordinates": [[-0.1313, 1.8753, -0.2605], [2.6396, 0.8225, 0.4245], [-1.7243, -0.3827, 0.0604], [0.7865, -0.5994, -0.2682], [-0.3280, 0.2932, 0.4263], [2.1440, 0.0137, -0.2368], [-1.7030, -0.4639, -1.0450], [-0.2834, 0.2283, 1.5347], [0.8095, -1.4982, 0.3403], [0.4082, -0.9314, -1.2424], [-2.6183, 0.1913, 0.4616], [2.6670, -0.5209, -1.0857], [-1.6668, -1.4344, 0.3577], [-0.9998, 2.4067, 0.5329]],
  "nbo_charge": [0.02, -0.48, -0.61, -0.54, -0.36, 0.46, 0.20, 0.22, 0.25, 0.23, 0.22, 0.07, 0.20, 0.11]
}

Record 10
{
  "formula": "C4H8OS",
  "method": "ωB97M-V/def2-TZVPD",
  "multiplicity": 1,
  "lumo_ev": 0.460,
  "e_above_lowest_ev": 1.035,
  "homo_lumo_gap_ha": 0.3358,
  "smiles": "CCC(=S)OC",
  "symbols": ["S", "O", "C", "C", "C", "C", "H", "H", "H", "H", "H", "H", "H", "H"],
  "coordinates": [[-0.7839, 1.9751, -0.0531], [-0.9789, -0.7079, -0.1102], [-0.3067, 0.3726, 0.2237], [-2.3636, -0.5054, -0.0603], [1.0825, 0.0695, 0.6905], [2.0298, 0.0610, -0.4917], [2.9360, -0.4571, -0.2761], [1.3442, 0.8759, 1.3714], [-2.6461, -0.0800, -1.0675], [-2.7768, -1.5188, -0.0014], [-2.5631, 0.2545, 0.6548], [1.6603, -0.5556, -1.2656], [2.3261, 1.0995, -0.7941], [1.0401, -0.8834, 1.1795]],
  "nbo_charge": [-0.17, -0.49, 0.32, -0.27, -0.50, -0.59, 0.21, 0.24, 0.19, 0.20, 0.21, 0.21, 0.22, 0.22]
}

Record 11
{
  "formula": "C4H8OS",
  "method": "ωB97M-V/def2-TZVPD",
  "multiplicity": 1,
  "lumo_ev": 0.984,
  "e_above_lowest_ev": 1.436,
  "homo_lumo_gap_ha": 0.3511,
  "smiles": "CS[C@H]1C[C@@H]1O",
  "symbols": ["S", "O", "C", "C", "C", "C", "H", "H", "H", "H", "H", "H", "H", "H"],
  "coordinates": [[1.6101, 0.6489, -0.5166], [-1.7980, -0.9363, 0.7859], [0.5001, -0.3304, 0.4345], [0.0667, 0.3395, 1.7218], [-0.9407, 0.1164, 0.6716], [0.9050, 0.1524, -2.1132], [1.2071, 0.8168, -2.9082], [0.3102, 1.3838, 1.7811], [0.5698, -1.3991, 0.5204], [-1.3241, 0.9229, 0.0573], [0.1239, -0.2401, 2.6176], [-0.1966, 0.0733, -2.1064], [-2.3875, -0.7581, 1.5081], [1.3539, -0.7900, -2.4538]],
  "nbo_charge": [0.24, -0.70, -0.41, -0.44, 0.08, -0.75, 0.22, 0.23, 0.23, 0.18, 0.23, 0.22, 0.47, 0.21]
}

Record 12
{
  "formula": "C4H8OS2",
  "method": "ωB97M-V/def2-TZVPD",
  "multiplicity": 1,
  "lumo_ev": -3.941,
  "e_above_lowest_ev": 4.950,
  "homo_lumo_gap_ha": 0.1621,
  "symbols": ["S", "S", "O", "C", "C", "C", "C", "H", "H", "H", "H", "H", "H", "H", "H"],
  "coordinates": [[1.7879, 0.0193, -0.4965], [-2.5597, -1.0814, -0.8985], [-1.6850, 0.6186, 2.1645], [-1.2083, 1.1924, -0.0977], [-1.0527, -0.2009, -0.7618], [3.0132, -1.1778, 0.0158], [-2.0953, 1.0697, 1.1309], [-0.4070, -0.8878, -0.1002], [3.2277, -1.1157, 1.0785], [2.6850, -2.1781, -0.2522], [-0.2337, 1.5345, 0.2435], [-0.5775, -0.1179, -1.7329], [-1.6792, 1.8624, -0.8241], [3.9297, -0.9336, -0.5161], [-3.1449, 1.3961, 1.0469]],
  "nbo_charge": [0.05, 0.09, -0.52, -0.53, -0.60, -0.79, 0.44, 0.31, 0.22, 0.24, 0.25, 0.24, 0.22, 0.25, 0.12]
}